[1]
{"formula": "C36H54O31S", "method": "ωB97M-V/def2-TZVPD", "elements": ["O", "C", "O", "C", "H", "H", "O", "H", "O", "C", "C", "O", "O", "H", "H", "H", "H", "H", "H", "H", "H", "C", "H", "C", "H", "H", "H", "H", "H", "O", "C", "H", "H", "H", "C", "O", "H", "O", "C", "O", "O", "O", "O", "C", "C", "C", "H", "H", "C", "H", "C", "S", "C", "H", "H", "O", "O", "C", "H", "O", "O", "C", "O", "H", "O", "O", "H", "O", "C", "O", "C", "H", "H", "H", "O", "C", "C", "C", "H", "H", "C", "O", "O", "C", "H", "C", "H", "H", "H", "O", "H", "C", "H", "H", "H", "H", "H", "C", "O", "H", "O", "C", "C", "H", "H", "C", "H", "C", "C", "H", "C", "O", "H", "H", "C", "O", "H", "H", "C", "H", "O", "C"], "coordinates": [[2.93, 2.05, 4.59], [4.65, 2.02, 0.94], [1.51, 4.57, -3.32], [6.76, 1.15, 0.78], [-3.26, -0.88, 0.51], [-2.62, 1.53, -5.10], [-5.08, 3.47, -0.30], [-1.10, 0.81, -3.27], [-1.19, -2.96, -4.85], [0.79, 3.66, -2.50], [-2.91, 4.40, 0.11], [6.11, 0.82, -0.28], [-4.61, 0.43, 1.03], [-0.02, 1.48, 5.39], [-3.49, 3.69, -1.76], [1.12, 0.20, 5.38], [-2.61, 0.77, 3.02], [0.87, 4.04, -1.34], [-0.49, -5.42, 2.43], [-1.68, -0.77, -1.65], [-3.05, -2.30, 2.67], [2.69, 4.08, -3.70], [-2.90, 2.95, 1.51], [-3.31, 0.00, 1.12], [5.29, 4.05, 0.45], [-3.57, -0.08, -4.86], [2.97, -3.82, -0.57], [-3.54, 1.27, -3.54], [1.12, -2.97, -1.59], [7.94, 0.98, 1.01], [-0.20, -4.44, 2.72], [3.73, 1.56, 1.50], [-2.35, 4.94, -0.43], [0.86, -0.59, -2.45], [-1.86, 0.09, -3.50], [2.06, -4.68, 2.05], [-1.42, 3.22, -2.11], [2.56, -3.20, -5.33], [-1.18, -5.43, -1.96], [2.59, -3.00, 3.29], [-4.02, 5.07, 0.70], [-1.28, -0.83, -4.37], [1.96, -1.52, -4.00], [-5.22, 0.25, 2.08], [4.71, 1.03, -0.17], [0.99, -3.86, 1.85], [-1.26, -5.84, 0.05], [1.80, 1.26, 3.00], [-4.07, -4.74, -0.41], [4.17, 0.11, 0.06], [-3.67, 3.33, -0.77], [0.24, 0.28, 0.46], [2.93, -4.18, 2.99], [1.11, 3.48, 2.34], [3.89, 3.68, -0.22], [-2.40, -2.14, -3.07], [-4.44, -0.11, 3.05], [-2.40, -0.87, -2.41], [-1.58, -4.82, -2.82], [-0.19, 0.81, 1.68], [-5.32, -4.76, -0.39], [-1.83, -5.15, -0.63], [-3.14, -5.71, -0.60], [4.29, 1.30, -1.22], [-0.42, 1.08, -0.61], [3.91, -4.74, 3.33], [3.86, 3.90, 1.27], [2.08, -3.47, -3.22], [1.99, -2.55, -1.98], [1.73, 0.44, 0.36], [2.26, -2.72, -4.27], [-3.15, 2.20, -0.62], [0.82, -3.74, 0.79], [-0.55, 3.03, -3.81], [4.49, 3.66, 4.76], [3.39, 3.26, 4.40], [1.85, -1.21, -2.64], [-5.22, 4.48, 0.46], [-1.14, -3.92, 2.38], [0.13, 0.65, 4.19], [-1.65, -2.03, -4.21], [-6.44, 0.32, 2.32], [3.43, 4.69, -4.53], [-2.20, 3.71, 1.32], [-2.62, 0.81, 0.67], [-3.10, -0.17, 2.63], [0.66, -2.12, 3.21], [-1.29, -6.45, -2.39], [1.88, 1.83, -1.64], [2.40, 4.04, 3.74], [-1.92, -2.99, -1.39], [3.16, -2.84, -0.97], [0.13, -4.46, 3.63], [2.75, -0.53, -2.45], [1.88, -1.64, 1.77], [3.19, -2.12, -0.11], [-1.35, 3.28, 0.84], [1.73, 1.84, 3.94], [-3.53, -3.53, -0.24], [-1.50, -3.49, 0.53], [-6.16, 4.81, 1.02], [0.73, 1.09, 4.82], [4.44, 3.44, 0.58], [-0.89, 4.52, -3.11], [4.09, -2.66, -1.30], [1.47, -2.48, 2.54], [-0.13, -5.07, -1.81], [-2.05, -3.55, -0.35], [-2.99, 0.69, -4.36], [-1.88, 4.42, 1.97], [-0.64, 3.55, -2.95], [5.93, 1.87, 1.57], [-3.31, -0.52, -1.92], [-2.64, -1.56, 4.15], [1.53, 2.42, -2.68], [2.76, 2.81, -3.38], [-1.35, -1.62, 2.91], [0.30, 3.48, 3.90], [-2.49, -1.42, 3.11], [0.97, 1.34, -3.15], [-0.02, -1.09, 0.32], [1.33, 3.22, 3.42]], "mulliken_charge": [-0.436, 2.347, -0.447, 0.504, -0.518, 0.310, -0.448, -1.719, -0.632, 1.690, -0.385, -0.431, -0.403, 0.620, 0.566, 0.313, -0.194, -0.188, 0.437, -0.745, 0.269, 0.582, -0.019, 1.762, 0.513, 0.365, 0.447, 0.178, -1.203, -0.636, -1.791, -1.023, 1.156, -1.130, 2.075, -0.467, -0.129, -0.672, -1.170, -0.441, -0.519, -0.398, -0.453, 0.521, 0.882, 2.143, 0.023, -0.795, 0.494, -0.465, 0.262, -0.235, 0.564, -0.171, 0.401, -0.406, -0.475, 1.144, 0.187, -0.402, -0.656, 0.610, -0.389, -0.191, -0.189, -0.609, 0.511, -0.514, 2.231, -0.338, 0.613, -0.364, -0.812, 0.647, -0.606, 0.457, 2.012, 0.509, 0.063, 0.108, 0.471, -0.730, -0.679, -0.779, -0.995, 1.494, -0.165, 0.369, -0.806, -0.430, -0.691, -1.626, 0.717, -0.472, -0.948, -0.190, 0.148, 2.208, -0.481, -0.815, -0.503, -1.791, -1.949, 0.800, 0.746, 1.309, 0.225, 2.006, -1.089, 0.612, -2.112, -0.398, 0.394, 0.684, 1.692, -0.444, -0.074, 0.185, -1.729, -0.672, -0.137, 0.338], "gap_ev": 8.0776, "multiplicity": 1, "e_homo_ev": -4.55, "charge": -2, "lumo_ev": 3.5, "de_lowest_kcal_mol": 0.0}

---

[2]
{"formula": "C18H28BeBrCl3F2KNO9S", "method": "ωB97M-V/def2-TZVPD", "elements": ["C", "H", "H", "H", "H", "H", "H", "C", "C", "C", "C", "O", "C", "H", "F", "N", "C", "Br", "Cl", "H", "O", "H", "H", "C", "H", "H", "H", "O", "C", "S", "H", "Be", "C", "H", "H", "O", "C", "Cl", "H", "K", "C", "O", "H", "H", "F", "C", "H", "H", "O", "O", "C", "Cl", "O", "H", "H", "H", "C", "C", "H", "C", "H", "O", "H", "H", "C"], "coordinates": [[0.20, -3.37, -3.86], [3.80, 1.05, 1.15], [6.69, 2.88, 3.53], [-0.65, -3.54, 0.13], [0.29, -2.87, -5.97], [2.16, -1.07, 1.87], [-4.97, -0.01, 5.40], [-4.48, -2.09, 5.81], [3.89, -0.72, -0.16], [-4.84, -0.94, 4.85], [-2.62, 5.18, -1.88], [-2.62, 0.56, 0.25], [4.71, -1.43, 0.99], [-3.73, 4.84, -4.31], [-0.39, -4.57, -3.70], [-3.01, 4.07, -2.52], [2.21, -2.51, -3.52], [-0.68, 7.32, -1.34], [5.82, 2.63, 1.36], [2.71, 1.19, -0.29], [2.00, -2.43, -4.87], [1.77, 0.65, 2.34], [1.37, -2.06, 0.03], [5.40, -1.97, 1.84], [-5.78, -1.16, 4.31], [-3.39, 3.10, -4.34], [-4.04, -0.81, 4.11], [-0.54, 0.10, 1.79], [6.04, 2.15, 3.06], [-2.06, -0.30, 1.32], [0.30, 0.65, -0.05], [-6.56, 0.27, 3.30], [-0.63, -2.60, 0.78], [0.04, -1.46, -1.06], [-2.62, 5.08, -0.79], [-5.28, -3.05, 5.83], [0.92, -3.29, -5.17], [4.50, 2.17, 3.91], [-2.74, 2.05, -2.10], [2.25, -1.43, -6.63], [-3.05, 4.06, -3.97], [-2.28, 6.23, -2.44], [3.24, -1.43, -0.75], [-0.53, -2.57, -3.69], [5.51, 3.73, 5.49], [3.04, 0.47, 0.51], [-2.05, 4.28, -4.36], [-3.32, 3.01, -0.72], [-2.93, -0.17, 2.51], [3.11, -1.98, -2.96], [-3.39, 2.86, -1.80], [6.81, 0.56, 3.16], [1.25, -3.25, -2.91], [1.30, -4.25, -5.51], [4.67, -0.33, -0.89], [6.16, -2.68, 2.28], [-2.16, -2.09, 0.81], [1.88, -0.05, 1.46], [-2.73, -2.65, 1.61], [0.45, -0.13, 0.75], [-4.43, 2.61, -2.05], [-3.43, -1.90, 6.46], [-0.27, -2.93, 1.80], [-2.65, -2.14, -0.20], [0.34, -1.56, 0.04]], "mulliken_charge": [0.286, -0.564, 0.382, 0.367, 0.431, 0.363, 0.379, 0.531, 0.117, -0.309, 0.327, -0.596, -0.280, 0.312, -0.276, 0.182, 0.398, -0.087, -0.189, 0.460, -0.512, 0.343, 0.076, -0.370, 0.125, 0.378, 0.090, -0.421, 0.003, 1.085, 0.297, 0.113, -0.885, -0.153, 0.332, -0.683, -0.444, -0.038, 0.364, 1.102, -0.978, -0.582, -0.153, 0.309, -0.730, 0.138, 0.317, 0.329, -0.714, -0.410, -1.007, -0.149, -0.232, 0.339, 0.371, 0.370, -0.674, -1.072, 0.400, 0.646, 0.344, -0.632, 0.323, 0.318, 0.091], "gap_ev": 1.3049, "multiplicity": 1, "e_homo_ev": -5.97, "lumo_ev": -4.7, "de_lowest_kcal_mol": 0.0}